1.
A 2-piece molecular cluster, C7H14O overall at a distorted geometry, computed with ωB97M-V/def2-TZVPD.

CARTESIAN COORDINATES (ANGSTROEM)
1 C 1.85 -1.15 0.30
2 C 0.52 -1.56 -0.25
3 C 0.41 -2.33 -1.32
4 C -0.72 -1.22 0.56
5 C -1.22 0.15 0.23
6 C -2.41 0.44 -0.27
7 C -2.99 1.81 -0.54
8 H 2.63 -1.27 -0.45
9 H 1.97 -0.20 0.83
10 H 2.09 -1.82 1.13
11 H 1.22 -2.75 -1.91
12 H -0.51 -2.74 -1.72
13 H -0.46 -1.32 1.61
14 H -1.48 -1.97 0.33
15 H -0.58 0.98 0.54
16 H -3.05 -0.37 -0.62
17 H -3.56 1.82 -1.47
18 H -2.22 2.57 -0.53
19 H -3.63 1.99 0.32
20 H 4.71 3.33 0.91
21 H 3.46 2.53 0.83
22 O 3.97 3.05 1.46

Computed properties:
SMILES   C=C(C)C/C=C/C.O
HOMO energy   -9.02 eV
Gap between HOMO and LUMO   0.3574 Eh
Energy relative to the best compared isomer or geometry (same formula, charge and spin)   160.68 kJ/mol

Mulliken atomic charge list, values in e, 5 entries:
1. C -1.318
2. C 1.007
3. C -1.063
4. C -0.898
5. C -0.147

2.
C47H68BN7O4S3SeSr as an isolated structure, computed with ωB97M-V/def2-TZVPD.

CARTESIAN COORDINATES (ANGSTROEM)
1 Sr 0.35 -1.23 -1.60
2 C -3.34 0.31 5.60
3 C -2.92 1.45 4.67
4 C -1.74 2.18 5.30
5 C -4.08 2.45 4.55
6 C -2.58 0.90 3.29
7 C -1.34 1.05 2.69
8 C -1.06 0.52 1.44
9 Se 0.74 0.69 0.78
10 C 0.66 2.32 -0.24
11 C 0.81 3.51 0.43
12 C 0.89 4.72 -0.25
13 C 0.89 4.64 -1.64
14 C 0.76 3.46 -2.36
15 C 0.55 2.23 -1.66
16 O 0.30 1.11 -2.24
17 C 0.93 3.57 -3.89
18 C -0.13 4.53 -4.47
19 C 2.33 4.13 -4.18
20 C 0.81 2.26 -4.67
21 C 1.04 6.03 0.52
22 C -0.16 6.21 1.46
23 C 2.33 6.00 1.36
24 C 1.10 7.25 -0.40
25 C -2.03 -0.21 0.68
26 O -1.77 -0.71 -0.47
27 C -3.32 -0.36 1.31
28 C -3.54 0.18 2.56
29 C -4.43 -1.10 0.56
30 C -4.01 -2.54 0.21
31 C -5.73 -1.19 1.37
32 C -4.76 -0.33 -0.73
33 H -3.59 0.70 6.60
34 H -2.52 -0.41 5.71
35 H -4.21 -0.22 5.22
36 H -2.02 2.56 6.29
37 H -1.41 3.02 4.69
38 H -0.89 1.51 5.43
39 H -4.35 2.85 5.54
40 H -4.97 1.98 4.12
41 H -3.80 3.29 3.90
42 H -0.53 1.57 3.19
43 H 0.88 3.48 1.51
44 H 1.02 5.55 -2.20
45 H -0.07 5.53 -4.02
46 H -1.13 4.14 -4.28
47 H 0.00 4.63 -5.55
48 H 2.48 5.12 -3.74
49 H 2.49 4.21 -5.26
50 H 3.09 3.46 -3.77
51 H -0.18 1.83 -4.57
52 H 1.53 1.51 -4.32
53 H 1.00 2.47 -5.73
54 H -0.24 5.38 2.16
55 H -1.09 6.25 0.89
56 H -0.07 7.14 2.04
57 H 2.32 5.17 2.06
58 H 2.44 6.93 1.93
59 H 3.20 5.89 0.71
60 H 0.20 7.32 -1.02
61 H 1.97 7.20 -1.06
62 H 1.18 8.16 0.19
63 H -4.51 0.05 3.01
64 H -3.90 -3.13 1.12
65 H -3.07 -2.54 -0.33
66 H -4.79 -3.01 -0.40
67 H -5.58 -1.74 2.30
68 H -6.48 -1.73 0.78
69 H -6.14 -0.21 1.61
70 H -3.86 -0.19 -1.32
71 H -5.18 0.65 -0.49
72 H -5.49 -0.88 -1.33
73 C 2.78 -4.80 -2.07
74 C 1.40 -5.04 -2.58
75 N 0.61 -4.12 -2.99
76 C -0.63 -4.62 -3.34
77 C -0.78 -5.96 -3.18
78 S 0.68 -6.64 -2.59
79 C -1.64 -3.64 -3.76
80 C -2.83 -3.88 -4.38
81 S -3.69 -2.41 -4.56
82 C -2.39 -1.55 -3.79
83 N -1.41 -2.32 -3.44
84 C -2.41 -0.08 -3.58
85 H 3.19 -3.94 -2.60
86 H 3.42 -5.67 -2.19
87 H 2.70 -4.53 -1.01
88 H -1.66 -6.56 -3.35
89 H -3.23 -4.82 -4.72
90 H -3.35 0.36 -3.92
91 H -1.58 0.38 -4.12
92 H -2.27 0.15 -2.52
93 N 2.49 -1.39 -3.26
94 C 3.25 -1.12 -4.09
95 N 4.08 -0.88 -5.07
96 C 5.32 -0.55 -4.84
97 N 6.45 -0.26 -4.72
98 C 4.89 -1.83 0.93
99 N 4.10 -0.90 0.13
100 C 4.61 -0.15 -0.88
101 S 4.03 1.40 -1.14
102 N 5.60 -0.70 -1.61
103 C 5.77 -2.13 -1.83
104 H 4.47 -1.85 1.93
105 H 5.93 -1.49 0.99
106 H 4.86 -2.85 0.54
107 H 3.35 -0.42 0.61
108 H 5.94 -0.11 -2.37
109 H 6.45 -2.58 -1.11
110 H 6.17 -2.26 -2.83
111 H 4.80 -2.63 -1.77
112 C -1.40 -4.15 2.63
113 C -0.18 -3.24 2.70
114 C -0.39 -2.19 3.78
115 O -0.07 -2.57 1.43
116 B 0.81 -3.24 0.56
117 O 1.48 -4.21 1.37
118 C 1.16 -4.01 2.76
119 C 1.09 -5.36 3.45
120 C 2.28 -3.18 3.38
121 H -2.27 -3.54 2.41
122 H -1.57 -4.67 3.58
123 H -1.28 -4.89 1.84
124 H -1.34 -1.69 3.61
125 H 0.39 -1.43 3.76
126 H -0.41 -2.66 4.78
127 H 0.40 -6.03 2.94
128 H 0.77 -5.25 4.50
129 H 2.08 -5.83 3.44
130 H 2.33 -2.20 2.91
131 H 3.22 -3.70 3.22
132 H 2.13 -3.04 4.46

Computed properties:
Total charge   -2
HOMO energy   -1.49 eV
Gap between HOMO and LUMO   0.1835 Eh
Energy relative to the best compared isomer or geometry (same formula, charge and spin)   112.28 kJ/mol

Mulliken atomic charge list, values in e, 5 entries:
1. Sr 1.054
2. C -1.648
3. C 2.006
4. C -1.989
5. C -1.728

3.
C7H10 in the gas phase at a distorted geometry, computed with ωB97M-V/def2-TZVPD.

CARTESIAN COORDINATES (ANGSTROEM)
1 C -1.33 0.03 1.09
2 C -2.70 -0.34 1.03
3 C -0.71 -0.31 -1.25
4 C -0.37 -0.34 0.19
5 C 0.45 0.57 -0.58
6 C 1.88 0.19 -0.92
7 C 2.66 0.07 0.30
8 H -1.11 0.74 1.91
9 H -3.25 -1.07 0.41
10 H -3.38 0.01 1.89
11 H -0.29 -0.94 -2.01
12 H -1.75 0.07 -1.28
13 H 0.18 1.61 -0.32
14 H 2.30 0.72 -1.72
15 H 3.61 -0.37 0.37
16 H 1.87 -0.66 0.36
17 H 2.55 0.68 1.20

Computed properties:
HOMO energy   -6.42 eV
Gap between HOMO and LUMO   0.1629 Eh
Energy relative to the best compared isomer or geometry (same formula, charge and spin)   869.97 kJ/mol

Mulliken atomic charge list, values in e, 5 entries:
1. C -0.644
2. C -0.784
3. C -0.793
4. C 0.732
5. C -0.296

4.
A 2-piece molecular cluster, C8H18N2O4S2 overall at a distorted geometry, computed with ωB97M-V/def2-TZVPD.

CARTESIAN COORDINATES (ANGSTROEM)
1 C 0.75 2.56 1.50
2 C 0.05 3.99 1.58
3 C 0.66 2.25 -0.01
4 C 1.43 0.89 -0.32
5 C 2.94 1.72 -2.67
6 C -1.70 -3.59 -0.78
7 C -0.58 -3.11 0.21
8 C -3.03 -2.87 -0.56
9 H -0.99 1.99 2.26
10 H 0.21 1.75 3.22
11 H 1.75 2.48 1.84
12 H 1.08 3.06 -0.63
13 H -0.34 2.24 -0.23
14 H 2.35 0.96 0.11
15 H 0.91 0.04 0.18
16 H 2.92 1.85 -3.62
17 H 3.92 1.43 -2.38
18 H 2.70 2.57 -2.22
19 H 0.64 5.69 1.40
20 H -1.94 -5.18 0.49
21 H -1.23 -5.64 -0.79
22 H -1.30 -3.39 -1.77
23 H -3.79 -3.25 -1.32
24 H -3.53 -2.93 0.24
25 H -1.86 -0.97 0.36
26 H 1.16 -3.57 0.59
27 N -0.09 1.62 2.28
28 N -1.94 -5.06 -0.48
29 O -1.17 4.10 1.54
30 O 1.04 4.94 1.62
31 O -0.76 -2.61 1.30
32 O 0.68 -3.40 -0.17
33 S 1.70 0.51 -2.08
34 S -2.65 -1.05 -0.70

Computed properties:
SMILES   CSCC[C@H](N)C(=O)O.N[C@@H](CS)C(=O)O
HOMO energy   -8.37 eV
Gap between HOMO and LUMO   0.3295 Eh
Energy relative to the best compared isomer or geometry (same formula, charge and spin)   224.35 kJ/mol

Mulliken atomic charge list, values in e, 5 entries:
1. C 0.035
2. C 0.385
3. C -0.893
4. C -0.830
5. C -1.070